Record 1
C7H11N3O3S in the gas phase in a non-equilibrium geometry, computed with ωB97M-V/def2-TZVPD.

Geometry as XYZ:
```
25
Properties=species:S:1:pos:R:3:nbo_charge:R:1
C 0.2044 -0.5801 0.3224 0.702
C -0.1767 0.9591 -2.3970 -0.135
C 0.4571 0.8586 -0.1903 -0.118
C -0.7031 0.9370 -1.1222 0.105
C 0.5124 1.7447 1.0519 -0.608
C -2.1591 0.8882 -0.7595 -0.676
C 0.5494 -2.9445 0.2895 -0.447
N 1.1697 0.9248 -2.2834 -0.148
N 1.5836 0.9276 -1.0935 -0.186
N 0.9316 -1.6084 -0.1062 -0.647
O -0.6270 -0.7238 1.2439 -0.644
O 3.5267 -2.0550 0.0257 -0.944
O 2.2337 -2.5571 -1.9496 -0.915
S 2.4760 -1.4882 -1.0495 1.764
H 3.9383 -1.5667 0.8033 0.531
H -0.8675 1.0180 -3.2387 0.227
H 1.4701 1.3833 1.6673 0.226
H -0.4323 1.4313 1.6974 0.261
H 0.4585 2.8615 0.8912 0.234
H -2.6269 1.9085 -0.9926 0.239
H -2.3503 0.7950 0.3502 0.253
H -2.5044 0.0290 -1.2649 0.237
H -0.0517 -2.9020 1.2479 0.246
H -0.0706 -3.2960 -0.5473 0.217
H 1.4185 -3.5691 0.5380 0.225
```

* multiplicity: 1
* total energy: -1061.38062 Ha
* Kohn-Sham gap: 8.9246 eV
* LUMO energy: -0.00791 Eh
* energy relative to the best compared isomer or geometry (same formula, charge and spin): 0.365 eV

Record 2
8 unconnected molecules or ions with the total composition C55H43NO17 in a non-equilibrium geometry, computed with ωB97M-V/def2-TZVPD.

Geometry as XYZ:
```
116
Properties=species:S:1:pos:R:3:lowdin_charge:R:1
C -4.8696 0.7329 0.2959 -0.116
C -3.6861 0.5527 1.2776 -0.221
C -3.6739 1.7683 2.2485 -0.140
C -3.2880 1.3796 3.7048 -0.325
C -4.3807 1.8919 4.6666 -0.034
N -1.9738 1.9001 4.0930 0.033
C -0.9530 1.7413 3.0970 -0.317
O -0.5661 2.5636 2.3054 0.142
C -0.5152 0.2942 3.3105 -0.076
C 0.0243 -0.6253 2.4658 0.005
C 0.2857 -1.8649 2.9948 -0.066
C 0.0144 -2.1905 4.2921 -0.004
C -0.5307 -1.2610 5.1502 -0.263
O -0.7872 -1.5607 6.4558 0.074
C -0.7985 -0.0264 4.6350 -0.026
C -1.4274 1.2253 5.2505 -0.306
O -1.4631 1.6147 6.3877 0.160
H -4.7492 0.0416 -0.5412 0.063
H -4.9512 1.7627 -0.0586 0.067
H -5.7786 0.4883 0.8509 0.074
H -2.7376 0.5333 0.7338 0.096
H -3.8755 -0.3771 1.8151 0.104
H -3.0821 2.5932 1.8490 0.117
H -4.7058 2.1253 2.2806 0.092
H -3.3561 0.2809 3.7585 0.137
H -5.3650 1.6797 4.2432 0.077
H -4.3242 1.3396 5.6084 0.075
H -4.3056 2.9697 4.8082 0.093
H 0.2336 -0.3699 1.4364 0.098
H 0.6959 -2.6425 2.3645 0.116
H 0.2212 -3.1848 4.6675 0.132
H -1.7202 -1.4539 6.6622 0.119
O 4.9259 2.4764 -1.5599 0.085
C 3.8074 2.0399 -1.3789 -0.381
C 3.1089 2.2407 -0.0868 0.031
C 1.8884 1.7552 0.1189 0.031
C 1.1770 0.9973 -0.9373 -0.370
O 0.0602 0.5564 -0.7459 0.080
C 1.8719 0.7983 -2.2297 0.021
C 3.0935 1.2822 -2.4354 0.037
H 3.6467 2.7966 0.6711 0.124
H 1.3594 1.8871 1.0545 0.097
H 1.3346 0.2428 -2.9858 0.116
H 3.6199 1.1480 -3.3714 0.127
O 6.2787 -1.5296 0.1800 0.095
C 6.9716 -0.7228 0.7668 -0.377
C 6.9367 0.7173 0.4167 0.026
C 7.6960 1.6012 1.0586 0.031
C 8.6089 1.1835 2.1517 -0.386
O 9.2994 1.9886 2.7377 0.109
C 8.6430 -0.2593 2.5014 0.028
C 7.8827 -1.1427 1.8595 0.022
H 6.2658 1.0047 -0.3812 0.093
H 7.6844 2.6567 0.8172 0.126
H 9.3147 -0.5458 3.3007 0.124
H 7.8932 -2.1992 2.1012 0.099
O 9.0736 -4.4285 2.0766 0.087
C 9.1648 -4.5865 0.8758 -0.387
C 7.9757 -4.4960 -0.0053 0.013
C 8.0774 -4.6705 -1.3201 0.028
C 9.3837 -4.9614 -1.9602 -0.385
O 9.4773 -5.1187 -3.1579 0.110
C 10.5736 -5.0519 -1.0770 0.023
C 10.4716 -4.8772 0.2376 0.021
H 7.0313 -4.2810 0.4781 0.117
H 7.2216 -4.6086 -1.9799 0.125
H 11.5177 -5.2653 -1.5619 0.122
H 11.3268 -4.9380 0.8987 0.122
O 0.1079 1.9538 -4.6038 0.088
C -1.0092 1.5141 -4.4131 -0.381
C -1.7010 1.7148 -3.1157 0.021
C -2.9212 1.2322 -2.9024 0.033
C -3.6422 0.4750 -3.9530 -0.369
O -4.7577 0.0360 -3.7596 0.099
C -2.9513 0.2745 -5.2492 0.003
C -1.7301 0.7575 -5.4624 0.028
H -1.1607 2.2698 -2.3608 0.116
H -3.4411 1.3674 -1.9625 0.098
H -3.4902 -0.2798 -5.9942 0.098
H -1.2100 0.6230 -6.4023 0.124
O 6.2142 -1.0777 7.5635 0.112
C 5.4769 -1.4338 6.6709 -0.386
C 5.5636 -2.8015 6.0999 0.024
C 4.7551 -3.1916 5.1181 0.023
C 3.7332 -2.2768 4.5540 -0.373
O 2.9936 -2.6293 3.6598 0.095
C 3.6453 -0.9103 5.1235 0.027
C 4.4532 -0.5195 6.1057 0.027
H 6.3156 -3.4537 6.5253 0.123
H 4.8028 -4.1838 4.6875 0.122
H 2.8919 -0.2586 4.6970 0.120
H 4.4049 0.4727 6.5360 0.124
O -4.5410 1.0640 -7.2679 0.081
C -5.3670 0.6809 -8.0725 -0.363
C -5.2240 0.9661 -9.5200 0.024
C -6.1317 0.5466 -10.3973 0.024
C -7.3235 -0.2256 -9.9637 -0.385
O -8.1482 -0.6089 -10.7634 0.113
C -7.4642 -0.5101 -8.5137 0.026
C -6.5559 -0.0899 -7.6370 0.029
H -4.3483 1.5297 -9.8160 0.122
H -6.0473 0.7446 -11.4582 0.123
H -8.3394 -1.0734 -8.2164 0.124
H -6.6385 -0.2869 -6.5747 0.125
O -7.4450 3.2547 1.1353 0.094
C -8.2139 2.9079 0.2639 -0.391
C -7.9763 3.2598 -1.1572 0.020
C -8.8205 2.8807 -2.1125 0.023
C -10.0349 2.0885 -1.7979 -0.387
O -10.8028 1.7416 -2.6686 0.108
C -10.2725 1.7364 -0.3758 0.021
C -9.4277 2.1156 0.5793 0.020
H -7.0847 3.8370 -1.3672 0.122
H -8.6648 3.1278 -3.1549 0.122
H -11.1636 1.1588 -0.1657 0.122
H -9.5824 1.8680 1.6218 0.122
```

* multiplicity: 1
* total energy: -3455.21677 Ha
* Kohn-Sham gap: 7.8147 eV
* LUMO energy: -0.06512 Eh